Entry 1:
C30H79BMn2O15 | ωB97M-V/def2-TZVPD

CARTESIAN COORDINATES (ANGSTROEM)
H -3.790 -0.971 2.279
C -3.664 2.977 -4.509
H 2.062 2.402 -3.165
H -3.876 0.518 0.523
H 3.169 -5.399 -0.973
H -5.079 3.172 4.497
H -3.675 -0.033 5.131
B -3.461 1.659 0.685
O -0.816 3.559 2.650
H -2.671 0.269 2.911
H 0.725 4.073 1.424
C 0.838 1.083 -5.890
C -1.373 -1.881 2.658
O -5.079 -1.397 4.571
H 0.994 4.598 3.008
Mn -0.766 0.782 -3.272
H -4.383 2.251 1.221
O -2.467 -0.201 -2.403
H -2.580 4.894 4.308
H -0.473 3.749 4.689
H 4.046 -5.904 0.538
H 1.705 -1.472 -2.043
C 3.996 -1.531 -0.010
O -2.397 -1.658 3.603
C 5.038 -2.685 4.091
H -4.445 0.084 -3.008
H 1.131 2.896 2.716
H 4.232 -0.127 4.111
H 1.082 2.244 0.114
H 0.794 -0.728 0.210
C -4.800 3.766 3.616
H 2.027 6.347 -1.061
C -3.256 -0.615 3.168
H -0.696 -3.019 -2.187
C -2.585 3.789 4.257
C 1.304 -1.602 -3.051
H -0.422 0.119 -7.209
C 0.518 3.770 2.449
H -4.284 3.145 -3.623
H 3.107 -0.372 2.784
C 3.881 -3.813 0.369
C 2.094 5.361 -1.539
C -3.785 0.271 -2.153
H 2.639 4.132 0.149
H 4.021 4.984 -0.626
H -5.446 3.491 2.787
H -2.895 3.446 5.255
H 1.188 -4.816 4.485
C 2.250 -5.019 4.603
H 1.858 -0.970 -3.740
H 1.811 3.264 -4.654
C -2.441 -0.560 -5.731
H 5.813 -7.150 -0.561
H -6.872 -2.247 4.176
H -3.701 1.936 -4.826
H -1.728 3.443 -5.269
H 3.134 -1.327 0.643
Mn -0.587 3.547 -1.559
O 5.171 -5.211 -1.030
H 4.797 -3.700 0.971
C 5.539 -6.502 -1.407
H 4.498 -4.574 3.249
H 6.056 -2.937 3.775
H 3.076 -3.763 1.118
H 1.403 -2.644 -3.362
C -4.271 -0.292 4.245
O 0.873 4.785 -1.718
H -2.268 -1.632 -5.578
H -3.227 2.206 -0.395
H 1.993 1.122 -0.887
C -2.249 3.488 -4.293
O 4.501 -1.890 3.087
H -2.295 4.563 -4.065
H -4.899 4.837 3.842
H -2.516 1.730 1.428
H -1.808 -2.305 1.742
H -3.356 -0.279 -5.217
C -0.207 -0.009 -6.146
O 3.799 -2.803 -0.586
O -1.547 2.747 -3.339
H 2.450 -5.416 5.603
C -1.181 3.313 3.970
O 0.055 1.458 -1.483
O 0.911 1.414 -4.519
O -0.071 -1.225 -3.075
H 2.975 1.933 -4.607
H 4.896 -1.403 0.597
C 4.327 -4.019 4.185
H -6.015 -1.617 2.736
O 2.970 -3.819 4.389
C 0.999 1.298 -0.449
H 1.817 0.736 -6.248
H -0.830 -0.953 2.438
H -4.206 -0.202 -1.265
H 0.211 -0.990 -5.909
H -0.575 -1.559 -1.121
H 4.752 -7.016 -1.979
H 2.878 -1.317 4.241
O -1.326 0.193 -5.293
H -2.742 -2.053 -3.244
H 3.298 3.552 -1.369
H 1.104 0.397 1.533
C 3.980 -5.164 -0.272
H 0.664 1.950 -6.540
H -4.189 3.588 -5.255
C 3.080 4.457 -0.798
C -2.315 -1.613 -2.331
C 3.638 -0.885 3.586
H 2.606 5.528 -2.507
C 1.998 2.266 -4.244
C -0.856 -1.942 -2.106
H -1.107 2.222 4.121
H -0.660 -2.598 3.070
H 4.867 -4.598 4.954
H -0.472 0.390 0.871
H 3.992 -0.746 -0.768
C 0.571 0.282 0.582
H 5.078 -2.184 5.061
H -4.763 0.647 3.964
H -6.828 -0.515 3.876
H -3.702 1.332 -1.947
H 2.531 -5.764 3.845
H -2.914 -2.026 -1.513
H -2.615 -0.406 -6.799
C -6.247 -1.442 3.792
O -3.487 3.488 3.221
H 6.421 -6.433 -2.043

- Total energy: -4645.5684 a.u.
- HOMO-LUMO gap (spin up / spin down): 7.32 / 7.31 eV
- Energy above the lowest of the compared OMol25 structures with the same formula, charge and spin: 0.0 kJ/mol
- Charge: 0
- <S²>: 30.007
- 2S+1: 11
- Strongest force on any atom: 2.15 eV Å⁻¹
- HOMO level (spin up / spin down): -7.42 / -7.42 eV


Entry 2:
C30H79F2NO23S2 | ωB97M-V/def2-TZVPD

CARTESIAN COORDINATES (ANGSTROEM)
C -1.941 12.406 4.996
H 9.177 -7.436 3.909
H 10.122 -4.786 3.667
H 1.395 1.800 -2.910
H -12.795 -4.817 -3.815
H 0.700 5.590 1.062
C 2.428 0.518 -1.333
C -8.396 -0.684 -6.751
H -11.540 -6.394 -5.334
H -9.469 -3.035 1.636
O 5.016 -2.370 3.400
C -12.370 -4.476 -4.763
H -12.044 -3.436 -4.656
H -7.400 -1.131 -4.355
H -7.807 -2.527 -6.644
O -1.392 12.459 7.340
H 3.107 3.061 -0.581
H -9.251 0.040 -4.883
O 9.190 -4.599 5.718
H 3.712 -2.338 4.969
O 7.817 -3.499 -1.830
H 2.642 5.109 -2.905
H -0.783 3.819 1.396
H 6.373 -2.243 5.205
H 9.873 -3.862 -3.506
H -2.736 3.453 0.424
F -6.439 1.575 -1.183
H 4.218 -0.375 -2.630
H 4.326 -5.695 0.677
H 2.119 4.378 0.843
H -10.272 -4.047 -6.296
H 8.568 -6.510 6.195
H 3.842 -3.069 0.144
H 4.724 -4.353 6.103
O -13.391 -4.500 -5.758
O 10.023 -5.674 3.269
H 6.439 -7.280 1.087
H -3.935 1.376 0.331
H -12.926 -4.504 -6.618
H 3.021 -1.420 0.616
C 1.066 4.685 0.371
C -2.477 12.323 6.421
H -8.718 -1.655 0.795
O -0.964 11.389 4.787
H 3.582 -3.765 3.911
C 7.836 -4.369 -2.964
F -3.053 0.095 -4.392
H 5.848 -4.539 4.731
C 6.191 -5.231 0.429
O -8.165 -1.689 -4.575
H 2.269 9.342 4.244
H 4.494 -0.434 -0.739
C -11.207 -5.362 -5.193
C -3.035 1.304 -0.448
O -8.113 -1.940 -7.364
H 8.077 -6.042 3.757
H -7.445 -0.152 -6.645
H 0.595 8.746 2.497
C -2.375 2.823 -0.495
N -3.660 0.941 -1.779
H -2.801 3.322 -1.489
C -9.043 -2.695 0.688
S -2.689 -0.178 -2.704
C 0.308 7.940 3.181
H 5.434 -6.826 -1.525
H 10.306 -6.301 5.860
C 0.047 3.459 0.617
H 8.203 -2.651 -2.108
O -5.725 -0.145 -3.047
O 4.941 -5.057 1.092
H -10.396 -5.346 -4.459
H 1.410 -0.065 -1.457
H 5.400 -3.032 2.799
O 3.131 -1.880 -1.566
C 6.428 -6.712 0.153
O -1.158 0.016 -2.569
H 1.827 6.308 -1.038
H 1.945 -2.833 -0.031
C -7.880 -3.581 0.257
H -2.935 11.347 6.604
O -2.971 -1.685 -2.366
C 0.654 8.307 4.620
C 9.299 -6.014 5.548
H 3.206 1.512 -3.348
H 0.400 7.487 5.297
C 9.072 -6.361 4.081
H -1.079 13.379 7.287
C 2.949 3.174 -1.730
H 0.164 5.583 -1.555
C -0.709 2.786 -0.634
O 5.353 -7.220 -0.640
H 6.145 -4.666 -0.508
C 3.000 -2.305 -0.164
O 1.033 6.776 2.790
H 7.361 -3.864 -3.811
H -6.946 -2.266 -0.846
H 7.372 -6.875 -0.376
H 8.256 -4.362 5.588
H 9.535 -4.893 -1.363
H -0.444 1.622 -0.638
O 2.063 8.521 4.724
H 1.922 6.867 3.189
O -10.707 -4.903 -6.451
H -0.451 11.335 5.618
H 2.473 0.982 -0.260
H -3.215 13.107 6.619
C 2.466 1.740 -2.442
O -7.381 -3.122 -1.000
C 1.233 5.277 -1.124
C -9.043 -0.907 -5.389
O 9.870 -5.379 -2.143
H -9.600 -2.722 -1.168
O -5.449 -0.869 -0.656
O 6.163 -2.898 5.901
H 7.251 -5.255 -2.702
C 3.679 -0.509 -1.597
O -10.065 -2.719 -0.307
H -9.975 -1.470 -5.493
H -1.451 13.369 4.823
H -2.307 0.489 -0.015
H 6.982 -4.816 1.059
H -2.744 12.276 4.265
H -0.761 7.741 3.071
H 4.032 3.376 -2.191
H -9.054 -0.112 -7.411
H -0.475 3.178 -1.703
H 0.638 2.599 1.197
H -8.214 -4.612 0.117
C 1.983 4.373 -2.235
S -5.298 0.348 -1.618
H 1.148 3.964 -2.984
H 0.129 9.211 4.940
H -7.070 -3.564 0.992
C 5.253 -3.822 5.307
C 9.277 -4.752 -3.278
C 4.280 -3.078 4.400
H 9.327 -5.441 -4.125

- Total energy: -3971.2375 a.u.
- HOMO-LUMO gap: 6.10 eV
- Charge: 0
- Structure (SMILES): COCCCCCCCCCCCN(S(=O)(=O)F)S(=O)(=O)F.OCCO.OCCO.OCCO.OCCO.OCCO.OCCO.OCCO.OCCO.OCCO
- Strongest force on any atom: 9.41 eV Å⁻¹
- HOMO level: -9.38 eV


> Which formula does entry 2 have?

C30H79F2NO23S2